DFT (ωB97M-V/def2-TZVPD) results for C27H23ClF6LaOP as an isolated structure.

**Charge**: 0
**Highest occupied orbital energy**: -8.3246 eV

```
60
C27H23ClF6LaOP | OMol25 | ωB97M-V/def2-TZVPD
C -1.47533 3.85043 -0.44785
C -1.76198 2.68359 -1.21014
C -2.67218 1.87270 -0.45818
H -1.42022 2.48929 -2.22833
C -2.95552 2.55502 0.77503
C -2.20349 3.77225 0.77120
H -2.25440 4.55585 1.52603
H -0.88228 4.70803 -0.77233
H -3.12857 0.93798 -0.79203
H -3.64827 2.22989 1.55630
La -0.54566 1.60405 1.24386
Cl -1.16240 -0.28296 2.89195
P -0.12556 -1.45123 -0.58468
C -1.49966 -2.64488 -0.85533
C -1.67590 -3.38974 -2.03398
H -0.98845 -3.26386 -2.87146
C -2.73071 -4.30315 -2.13776
H -2.85039 -4.88257 -3.05481
C -3.62110 -4.47314 -1.07421
H -4.44404 -5.18554 -1.15780
C -3.45697 -3.72738 0.09954
H -4.14610 -3.86298 0.93496
C -2.41364 -2.80978 0.20705
H -2.28867 -2.21420 1.11375
C 0.58611 -1.35561 -2.27806
C -0.01879 -0.44543 -3.17149
H -0.86459 0.15686 -2.83343
C 0.45668 -0.32389 -4.47637
H -0.01921 0.37972 -5.16181
C 1.54042 -1.09988 -4.90688
H 1.91167 -0.99996 -5.92854
C 2.14669 -1.99932 -4.02624
H 2.98893 -2.61016 -4.35479
C 1.67810 -2.12343 -2.71299
H 2.16219 -2.82470 -2.03213
C 1.11211 -2.51304 0.27185
C 0.99744 -3.90638 0.39536
H 0.13015 -4.42383 -0.01684
C 1.99890 -4.63996 1.04186
H 1.90284 -5.72389 1.12163
C 3.11136 -3.98878 1.58084
H 3.89027 -4.56213 2.08726
C 3.22448 -2.59787 1.47278
H 4.09263 -2.08401 1.88953
C 2.23160 -1.85964 0.83180
H 2.31657 -0.77180 0.75845
C 1.22447 4.96042 1.43835
C 0.87202 4.18990 2.68840
O -0.22408 3.33326 2.54335
C 2.02833 3.21798 3.09675
F 3.24913 3.77103 3.19834
F 1.76204 2.51974 4.22404
F 2.11160 2.23633 2.06742
C 0.54522 5.21568 3.83361
F 1.58111 6.08328 4.06014
F -0.53331 5.96004 3.44823
F 0.23913 4.62625 5.00609
H 1.37719 4.26050 0.60500
H 2.14178 5.53484 1.60515
H 0.40025 5.64023 1.19256
```

---

DFT (ωB97M-V/def2-TZVPD) results for C11H14N4 as an isolated structure.

**Charge**: 0
**Highest occupied orbital energy**: -9.1079 eV
**Energy relative to the best compared isomer or geometry (same formula, charge and spin)**: 17.6 kcal/mol

```
29
C11H14N4 | OMol25 | ωB97M-V/def2-TZVPD
C 1.78904 2.42450 -1.94756
C 0.41819 2.60943 -1.87374
C 2.47092 1.89864 -0.86193
C -0.28003 2.22000 -0.74411
C 1.78161 1.50606 0.27023
C 0.39440 1.62565 0.31939
C -0.34901 1.08076 1.46502
C 0.61415 -1.30344 0.34573
C -1.71988 -0.57290 -0.32645
C -1.29136 -1.51551 1.96740
C -0.72862 -0.79924 0.77218
N 0.27778 0.75327 2.66601
N -1.63724 1.48076 1.78933
N -0.57741 0.89427 3.57285
N -1.76195 1.34055 3.03197
H 2.32589 2.69831 -2.84384
H -0.11245 3.04730 -2.70682
H 3.54372 1.78056 -0.90542
H -1.34620 2.37603 -0.67827
H 2.30757 1.09674 1.11863
H 0.50712 -2.36825 0.13129
H 1.34772 -1.19778 1.14074
H 0.97551 -0.80824 -0.55105
H -1.32566 0.08787 -1.09678
H -1.92840 -1.54051 -0.79056
H -2.65263 -0.16412 0.05983
H -2.04571 -0.92546 2.49132
H -0.51224 -1.78082 2.67905
H -1.78835 -2.42517 1.63036
```

---

DFT (ωB97M-V/def2-TZVPD) results for C23H36N2O3PRhSTe as an isolated structure.

**Charge**: -2
**Highest occupied orbital energy (alpha / beta)**: -0.8932 / -1.8583 eV
**Spin multiplicity**: 5
**Energy relative to the best compared isomer or geometry (same formula, charge and spin)**: 0.0 kcal/mol

```
68
C23H36N2O3PRhSTe | OMol25 | ωB97M-V/def2-TZVPD
Rh -0.12902 -0.89161 -0.17521
C 4.95596 -4.78560 -2.32107
C 3.76541 -3.97310 -2.78471
O 3.85905 -2.66270 -2.24821
P 2.66677 -1.89695 -1.44398
O 3.26545 -0.83760 -0.61353
Te 1.23181 -3.46097 -0.36325
O 1.83391 -1.18386 -2.63849
C 1.18259 -1.93253 -3.66806
C -0.05976 -1.18425 -4.09323
H 4.95853 -5.76843 -2.79981
H 4.91124 -4.92275 -1.23994
H 5.88805 -4.27327 -2.56694
H 2.83649 -4.44878 -2.45968
H 3.74515 -3.89878 -3.87745
H 0.91761 -2.92509 -3.29182
H 1.88655 -2.04547 -4.50053
H -0.74886 -1.10129 -3.25316
H -0.56572 -1.72090 -4.89996
H 0.19691 -0.18254 -4.44428
C -2.52787 -1.17297 4.82331
C -1.06831 -0.77556 4.56032
C -0.83375 0.64543 5.09458
C -0.14155 -1.74740 5.30601
C -0.78783 -0.81917 3.11750
C -0.56335 -0.84714 1.91924
H -2.74993 -1.13993 5.89667
H -2.71742 -2.18150 4.45346
H -3.20366 -0.49436 4.30081
H -1.03478 0.69151 6.17166
H -1.48589 1.35397 4.58166
H 0.19800 0.95091 4.91355
H -0.32316 -1.70345 6.38658
H 0.90210 -1.49682 5.11058
H -0.30890 -2.76859 4.96032
S -4.58440 -2.64253 -1.81581
C -3.05728 -2.14153 -1.42286
N -1.97738 -1.79528 -1.16004
C 2.16155 1.88642 1.05479
C 1.85477 2.78543 -0.14715
C 2.31591 2.18226 -1.47666
C 0.40457 3.22446 -0.21600
C 0.11443 4.57416 -0.09617
C -1.18564 5.05723 -0.18046
C -2.22437 4.16070 -0.40185
C -2.00686 2.79850 -0.52778
C -3.18817 1.88664 -0.78339
C -3.05768 1.17532 -2.13246
C -3.45673 0.92075 0.37448
C -0.67121 2.29374 -0.41823
N -0.43782 0.97608 -0.45622
H 3.21843 1.61445 1.05839
H 1.59332 0.96057 1.03895
H 1.92298 2.40828 1.98680
H 2.42769 3.71040 -0.00060
H 1.73159 1.30511 -1.74239
H 3.35440 1.85459 -1.41049
H 2.22110 2.92452 -2.27652
H 0.93741 5.26416 0.06558
H -1.38598 6.11801 -0.08139
H -3.24372 4.52643 -0.48116
H -4.06098 2.54823 -0.85653
H -2.17742 0.53714 -2.15192
H -2.97595 1.90929 -2.94021
H -3.92668 0.53950 -2.31823
H -2.60497 0.27067 0.57344
H -4.31549 0.28504 0.14091
H -3.67122 1.48285 1.28824
```

---

It is found that the molecular weight values, taken in the order of the records, are 682.8; 202.3; 682.1 u.